{"formula": "C29H44P", "method": "the ωB97M-V functional and the def2-TZVPD basis", "relative_energy_kcal_mol": 5.76, "e_tot_ha": -1472.472548, "total_charge": 1, "homo_lumo_gap_ev": 4.41, "homo_ev": -9.862, "multiplicity": 1, "symbols": ["C", "C", "C", "C", "P", "C", "C", "C", "C", "C", "C", "C", "C", "H", "H", "H", "H", "H", "H", "H", "H", "H", "H", "H", "H", "H", "H", "H", "H", "H", "H", "H", "H", "H", "H", "H", "H", "H", "H", "H", "C", "C", "C", "C", "C", "C", "C", "C", "C", "C", "C", "C", "C", "C", "C", "C", "C", "H", "H", "H", "H", "H", "H", "H", "H", "H", "H", "H", "H", "H", "H", "H", "H", "H"], "coordinates": [[-4.909, 1.463, 3.810], [-3.504, 1.253, 3.263], [-3.557, 0.621, 1.872], [-2.197, 0.189, 1.319], [-0.901, 1.452, 1.184], [0.881, 1.070, 0.825], [1.750, 1.556, 1.990], [1.575, 3.049, 2.283], [2.523, 3.525, 3.383], [-1.380, 2.278, -0.380], [-0.917, 3.736, -0.438], [-1.415, 4.477, -1.690], [-0.900, 3.887, -3.001], [-4.881, 1.868, 4.822], [-5.473, 2.154, 3.180], [-5.451, 0.515, 3.838], [-2.969, 2.206, 3.215], [-2.919, 0.611, 3.932], [-4.180, -0.282, 1.935], [-4.061, 1.310, 1.177], [-1.810, -0.630, 1.940], [-2.339, -0.169, 0.300], [1.038, 0.001, 0.664], [1.170, 1.563, -0.120], [1.469, 0.995, 2.896], [2.806, 1.334, 1.773], [1.731, 3.636, 1.367], [0.534, 3.230, 2.589], [2.476, 4.612, 3.482], [2.250, 3.083, 4.346], [3.556, 3.246, 3.154], [-0.950, 1.686, -1.205], [-2.480, 2.223, -0.457], [-1.282, 4.276, 0.448], [0.183, 3.778, -0.412], [-2.511, 4.477, -1.690], [-1.099, 5.524, -1.609], [-1.219, 4.500, -3.849], [0.194, 3.846, -3.007], [-1.279, 2.872, -3.156], [-3.964, -2.116, -4.848], [-3.014, -1.933, -3.712], [-3.519, -1.731, -2.422], [-2.669, -1.712, -1.328], [-1.255, -1.623, -1.507], [-0.316, -1.504, -0.412], [0.964, -2.068, -0.537], [1.854, -2.254, 0.524], [3.124, -2.897, 0.401], [3.935, -3.188, 1.538], [5.206, -3.722, 1.389], [5.726, -3.989, 0.115], [7.126, -4.488, -0.023], [4.923, -3.778, -1.009], [3.648, -3.249, -0.876], [-0.772, -1.713, -2.843], [-1.625, -1.939, -3.909], [-3.441, -2.413, -5.758], [-4.707, -2.882, -4.607], [-4.521, -1.198, -5.069], [-4.594, -1.595, -2.293], [-3.104, -1.770, -0.327], [-0.654, -1.323, 0.606], [1.244, -2.472, -1.514], [1.535, -1.952, 1.528], [3.553, -2.963, 2.531], [5.833, -3.934, 2.258], [7.371, -4.683, -1.068], [7.845, -3.758, 0.370], [7.272, -5.413, 0.546], [5.312, -4.026, -1.998], [3.064, -3.062, -1.773], [0.299, -1.586, -3.031], [-1.228, -2.090, -4.913]], "mulliken_charge": [-1.39, -0.25, -1.04, -0.27, 0.17, 0.84, -0.79, 0.13, -1.55, -0.76, -0.33, -0.68, -1.11, 0.38, 0.34, 0.34, 0.25, 0.34, 0.48, 0.39, 0.64, -0.40, -1.23, 0.47, 0.28, 0.51, 0.16, 0.21, 0.41, 0.35, 0.34, 0.25, 0.52, 0.36, 0.06, 0.34, 0.37, 0.39, 0.28, 0.26, -1.40, 1.09, -0.76, -0.31, 0.23, -0.10, -0.66, 0.28, 0.26, -0.61, -0.65, 1.12, -1.44, -0.84, -0.64, -0.65, -1.03, 0.38, 0.36, 0.32, 0.44, 0.59, 0.88, 0.35, 0.43, 0.39, 0.42, 0.35, 0.33, 0.35, 0.30, 0.35, 0.49, 0.34]}

***

{"formula": "C9H8KN5O4", "method": "the ωB97M-V functional and the def2-TZVPD basis", "relative_energy_kcal_mol": 0.00, "e_tot_ha": -1522.431129, "homo_lumo_gap_ev": 7.30, "homo_ev": -7.480, "multiplicity": 1, "symbols": ["K", "O", "C", "C", "C", "C", "C", "C", "C", "O", "N", "O", "O", "H", "H", "H", "H", "N", "C", "N", "N", "C", "N", "H", "H", "H", "H"], "coordinates": [[-0.339, -2.601, 0.124], [0.079, -1.046, 2.121], [-0.530, -0.079, 2.564], [-1.670, 0.607, 2.004], [-2.175, 1.658, 2.775], [-3.256, 2.389, 2.357], [-3.878, 2.100, 1.124], [-3.409, 1.088, 0.349], [-2.290, 0.262, 0.738], [-1.908, -0.684, 0.007], [-3.762, 3.461, 3.187], [-4.727, 4.089, 2.782], [-3.210, 3.680, 4.254], [-0.191, 0.356, 3.525], [-1.711, 1.903, 3.722], [-4.725, 2.697, 0.816], [-3.876, 0.853, -0.599], [4.139, -0.982, -2.825], [4.371, -2.186, -3.386], [5.371, -2.275, -4.287], [3.691, -3.275, -3.117], [2.668, -3.146, -2.298], [1.766, -3.064, -1.577], [4.544, -0.149, -3.212], [3.336, -0.875, -2.226], [6.092, -1.577, -4.322], [5.602, -3.203, -4.598]], "nbo_charge": [0.97, -0.67, 0.44, -0.34, -0.09, -0.09, -0.14, -0.31, 0.47, -0.77, 0.54, -0.41, -0.41, 0.11, 0.24, 0.24, 0.22, -0.80, 0.65, -0.78, -0.63, 0.47, -0.55, 0.41, 0.42, 0.40, 0.42]}

***

{"formula": "C5H12O2", "method": "the ωB97M-V functional and the def2-TZVPD basis", "relative_energy_kcal_mol": 113.70, "e_tot_ha": -348.023623, "homo_lumo_gap_ev": 8.72, "homo_ev": -7.873, "multiplicity": 1, "symbols": ["C", "O", "C", "C", "C", "C", "O", "H", "H", "H", "H", "H", "H", "H", "H", "H", "H", "H", "H"], "coordinates": [[0.656, -0.505, 1.938], [-0.201, 0.055, 0.973], [0.044, -0.363, -0.371], [-0.031, -1.886, -0.532], [-0.957, 0.380, -1.232], [-0.358, 2.490, -0.710], [0.920, 2.336, -0.358], [0.445, -1.568, 2.113], [0.482, 0.044, 2.868], [1.715, -0.401, 1.651], [1.065, -0.045, -0.647], [-1.000, -2.272, -0.199], [0.755, -2.398, 0.036], [0.109, -2.158, -1.583], [-1.968, 0.308, -0.816], [-0.934, 0.009, -2.263], [-0.715, 1.638, -1.562], [-1.023, 2.355, 0.149], [0.997, 1.984, 0.545]], "nbo_charge": [-0.26, -0.56, 0.07, -0.64, -0.53, -0.04, -0.67, 0.17, 0.20, 0.16, 0.17, 0.21, 0.21, 0.22, 0.22, 0.22, 0.23, 0.13, 0.47]}

***

{"formula": "C2H2P2", "method": "the ωB97M-V functional and the def2-TZVPD basis", "relative_energy_kcal_mol": 25.80, "e_tot_ha": -759.980226, "homo_lumo_gap_ev": 6.82, "homo_ev": -7.929, "multiplicity": 1, "symbols": ["C", "C", "P", "P", "H", "H"], "coordinates": [[-0.257, -0.272, 0.073], [1.027, -0.032, 0.002], [-2.150, 1.097, -0.105], [-1.883, -0.930, 0.093], [1.787, -0.690, -0.404], [1.477, 0.828, 0.342]], "nbo_charge": [-0.39, -0.48, 0.07, 0.36, 0.22, 0.21]}